Molecular formula: C3H6ClN
Method: DFT, wB97M-V/def2-TZVPD

Geometry as XYZ:
```
11
Properties=species:S:1:pos:R:3:forces:R:3:mulliken_charge:R:1
C 1.26465 -0.99469 -0.89818 -0.6235 1.3992 -0.6160 -0.676
C 0.49836 0.08687 -0.62122 -0.0041 -0.4195 -0.7603 0.152
Cl -0.13894 0.87066 -2.05553 -0.4188 0.4126 0.0343 -0.221
C -0.08149 0.53999 0.73997 1.9932 0.3886 -0.3544 -0.134
N -1.44762 0.27887 0.81590 -3.0533 0.0721 0.0463 -0.464
H 1.40254 -1.33615 -1.97937 0.0239 0.5891 1.8960 0.235
H 1.80620 -1.41849 -0.07426 0.0262 -0.6675 0.1010 0.266
H 0.38449 -0.20665 1.30946 1.3271 -0.8209 1.5602 0.173
H 0.19054 1.54003 1.21135 0.0140 -0.8895 -1.2985 0.298
H -1.99521 0.71126 1.60503 0.7763 -0.8151 -1.9899 0.186
H -1.88353 -0.07170 -0.05314 -0.0609 0.7507 1.3812 0.186
```
Positions in Å, forces in eV/Å.

Summary:
Charge: 0
LUMO level: 1.0 eV
Gap between HOMO and LUMO: 9.805 eV
E_tot: -17219.23770 eV
Energy above the lowest of the compared OMol25 structures with the same formula, charge and spin: 82.4 kJ/mol
2S+1: 1